1.
This record from OMol25 describes 2 unconnected molecules or ions with the total composition C4H14N2O in a non-equilibrium geometry. The level of theory is ωB97M-V with the def2-TZVPD basis set.

Atoms and positions in Å:
N: 0.4352 -0.8423 -2.2818
C: 0.7276 0.4278 -1.5809
C: 2.2820 0.8851 -1.9543
C: 0.6479 0.2744 -0.0363
N: 0.0841 -1.0446 0.3852
C: -1.3251 -1.2123 0.4492
H: -0.4578 -1.2302 -2.0379
H: 1.1263 -1.4045 -1.9243
H: -0.0296 1.2481 -1.9712
H: 2.2551 1.9556 -2.3119
H: 2.7962 0.3238 -2.7573
H: 3.1539 0.7572 -1.1227
H: 0.0485 1.2083 0.3681
H: 1.5733 0.2754 0.5444
H: 0.7575 -1.6203 0.8883
H: -1.6741 -0.8161 1.4911
H: -1.7077 -0.7016 -0.5048
H: -1.8475 -2.1703 0.5165
H: -3.1588 1.9355 4.9607
H: -2.7597 0.8937 3.9971
O: -2.9272 0.8574 4.8829

The SMILES is CNC[C@@H](C)N.O. The frontier orbital gap is 9.06 eV. For the energy above the lowest of the compared OMol25 structures with the same formula, charge and spin, the calculation gives 370.2 kJ/mol. The spin multiplicity is 1.


2.
This record from OMol25 describes a molecular structure, C36H50AsBBrCrF4IN3OP. The level of theory is ωB97M-V with the def2-TZVPD basis set.

Atoms and positions in Å:
Cr: -0.4362 0.0960 0.0341
F: -1.2789 0.3581 3.6053
B: -1.3759 -0.9251 3.1237
F: -2.6648 -1.3326 2.9429
F: -0.5872 -1.8130 3.8021
F: -0.7659 -0.8695 1.7280
O: -0.0559 0.5739 -1.8241
N: -1.0329 1.0611 -2.5570
C: -0.8476 0.9637 -3.8377
C: 0.2955 0.3200 -4.4248
N: 1.2048 -0.1902 -4.9077
C: -1.8680 1.5137 -4.6857
N: -2.6837 1.9554 -5.3640
Br: -3.4300 -4.5836 1.1524
C: -4.3635 -4.4446 -0.4778
C: -5.4690 -5.2646 -0.6726
C: -6.1953 -5.1855 -1.8473
C: -5.8260 -4.2872 -2.8368
C: -4.7266 -3.4660 -2.6491
C: -3.9925 -3.5462 -1.4700
I: -2.3559 -2.2893 -1.2667
H: -5.7542 -5.9581 0.1040
H: -7.0538 -5.8274 -1.9858
H: -6.3908 -4.2218 -3.7559
H: -4.4326 -2.7642 -3.4158
C: -3.4858 1.7463 1.8344
As: -2.5994 1.5343 0.1286
C: -4.1184 1.1700 -1.0117
C: -2.1198 3.3710 -0.3925
C: -3.2191 4.3681 -0.2101
C: -4.0963 4.6472 -1.2555
C: -5.1394 5.5455 -1.0853
C: -5.3181 6.1803 0.1341
C: -4.4447 5.9157 1.1792
C: -3.4043 5.0170 1.0075
H: -4.3103 2.4529 1.7272
H: -2.7824 2.0877 2.5909
H: -3.8532 0.7667 2.1403
H: -4.8160 2.0068 -0.9435
H: -4.6019 0.2593 -0.6560
H: -3.7879 1.0311 -2.0399
H: -1.8266 3.2936 -1.4419
H: -1.2294 3.6395 0.1829
H: -3.9553 4.1619 -2.2137
H: -5.8081 5.7525 -1.9096
H: -6.1287 6.8825 0.2680
H: -4.5730 6.4121 2.1309
H: -2.7269 4.8174 1.8286
C: 5.2548 1.0862 -2.2431
C: 4.5116 2.1431 -1.4163
C: 3.1889 1.5983 -0.8576
C: 3.3281 0.1004 -0.5598
C: 3.4512 -0.6481 -1.9020
C: 4.2591 0.1630 -2.9294
P: 1.9521 -0.5253 0.4770
C: 2.0090 -2.3581 0.5741
C: 1.5231 -3.0725 -0.6879
C: 1.0951 -4.4985 -0.3260
C: 2.0077 -5.1018 0.7546
C: 3.3968 -4.4773 0.6869
C: 3.3302 -2.9876 1.0546
C: 2.2657 0.0181 2.2110
C: 3.7293 -0.0743 2.7074
C: 4.3578 1.3063 2.8510
C: 3.6198 2.1358 3.9058
C: 2.1023 1.8877 3.8639
C: 1.6755 1.4142 2.4802
H: 5.9107 0.4952 -1.5956
H: 5.9052 1.5681 -2.9740
H: 4.3046 3.0212 -2.0317
H: 5.1461 2.4827 -0.5931
H: 2.3797 1.7178 -1.5829
H: 2.8987 2.1705 0.0238
H: 4.2485 -0.0490 0.0173
H: 2.4534 -0.8493 -2.3125
H: 3.9264 -1.6162 -1.7317
H: 3.5802 0.7547 -3.5421
H: 4.7634 -0.5184 -3.6154
H: 1.2436 -2.5349 1.3454
H: 2.3239 -3.0922 -1.4282
H: 0.6941 -2.5403 -1.1626
H: 1.1176 -5.1175 -1.2253
H: 0.0599 -4.4888 0.0202
H: 2.0594 -6.1850 0.6428
H: 1.5866 -4.9176 1.7465
H: 3.7937 -4.5950 -0.3251
H: 4.0948 -4.9886 1.3509
H: 4.1904 -2.4641 0.6296
H: 3.4021 -2.8774 2.1389
H: 1.6541 -0.6838 2.7931
H: 4.3374 -0.6975 2.0519
H: 3.7397 -0.5745 3.6791
H: 4.3286 1.8154 1.8829
H: 5.4139 1.2152 3.1122
H: 3.8352 3.1954 3.7505
H: 4.0049 1.8861 4.8972
H: 1.5587 2.7902 4.1425
H: 1.8157 1.1242 4.5913
H: 2.0169 2.1407 1.7382
H: 0.5858 1.3704 2.4148

The frontier orbital gap (alpha / beta) is 8.60 / 8.58 eV. For the energy above the lowest of the compared OMol25 structures with the same formula, charge and spin, the calculation gives 10.9 kJ/mol. The spin multiplicity is 5.


3.
This record from OMol25 describes C3H6O in the gas phase. The level of theory is ωB97M-V with the def2-TZVPD basis set.

Atoms and positions in Å:
C: 1.4462 -0.2463 0.3133
C: 0.1606 -0.3451 -0.0044
O: -0.3186 -1.5647 -0.4003
C: -0.8054 0.8009 -0.0668
H: 1.8807 0.6822 0.6389
H: 2.0533 -1.1396 0.2593
H: -1.2746 -1.5312 -0.4807
H: -0.7003 1.3419 -1.0075
H: -1.8500 0.4865 0.0251
H: -0.5918 1.5154 0.7232

The SMILES is C=C(C)O. The frontier orbital gap is 9.62 eV. For the energy above the lowest of the compared OMol25 structures with the same formula, charge and spin, the calculation gives 63.5 kJ/mol. The spin multiplicity is 1.


4.
This record from OMol25 describes C19H26N4 in the gas phase in a non-equilibrium geometry. The level of theory is ωB97M-V with the def2-TZVPD basis set.

Atoms and positions in Å:
N: -2.5687 0.5223 -1.2469
N: -2.4925 0.5534 0.0584
C: -1.6740 -0.0869 -2.0268
C: -1.3363 0.2001 0.6513
C: -2.6144 0.0074 -6.2604
C: -1.6261 0.8083 -5.8223
C: -3.3265 -0.8061 -5.3621
C: -1.3006 0.7397 -4.4107
C: -3.0410 -0.8751 -4.0154
C: -0.3925 -0.5418 -0.0224
C: -2.0129 -0.0271 -3.4898
C: -0.4925 -0.5964 -1.3837
N: -1.1526 0.5433 1.9357
N: -0.3112 0.7203 4.1051
C: -2.0043 -1.0021 4.6544
C: -0.5015 -3.3264 -3.2971
C: 0.6868 -1.2452 -2.1373
C: -0.6482 -0.4187 4.9090
C: -0.2038 2.0869 4.7350
C: 0.0946 0.6875 2.6569
C: 0.2904 -2.7286 -2.1386
C: -0.0559 2.9499 3.4705
C: 0.8080 2.0222 2.4670
H: -2.9857 0.1866 -7.1925
H: -1.1099 1.3225 -6.5666
H: -4.1454 -1.4505 -5.6589
H: -0.6938 1.5126 -3.9765
H: -3.5027 -1.5450 -3.3255
H: 0.5386 -0.8882 0.4740
H: -2.0782 0.5436 2.4509
H: -2.8655 -0.2471 4.7518
H: -1.8861 -1.4610 3.6838
H: -2.1194 -1.7654 5.3464
H: -1.4718 -2.8495 -3.3428
H: -0.8114 -4.3740 -3.2191
H: 0.0322 -3.2317 -4.2388
H: 1.5481 -1.0657 -1.5311
H: 0.7774 -0.7961 -3.1268
H: 0.1499 -1.2188 4.7661
H: -0.6379 -0.0540 5.9469
H: -1.1964 2.2347 5.1712
H: 0.7178 2.0908 5.3627
H: 0.8880 -0.0701 2.4270
H: 1.2265 -3.2995 -2.2150
H: -0.2214 -3.0175 -1.1713
H: -1.0158 3.2144 2.9636
H: 0.4279 3.8702 3.8662
H: 0.5944 2.3523 1.4212
H: 1.9049 2.1338 2.6923

The SMILES is CCCc1cc(N[C@H]2CCCN2CC)nnc1-c1ccccc1. The frontier orbital gap is 8.89 eV. The spin multiplicity is 1.


5.
This record from OMol25 describes a molecular structure, C34H37FeN2O3 in a non-equilibrium geometry. The level of theory is ωB97M-V with the def2-TZVPD basis set.

Atoms and positions in Å:
Fe: -0.8910 0.5482 -0.2697
C: -2.6552 1.2070 1.6285
C: -1.6490 2.1701 1.3909
C: -1.8075 2.6310 0.0664
C: -2.8892 1.9003 -0.5333
C: -3.4117 1.0380 0.4351
C: -4.6627 0.2217 0.3094
C: -3.4169 2.0599 -1.9280
C: -1.0565 3.7872 -0.5311
C: -0.6649 2.7167 2.3826
C: -2.9719 0.5471 2.9269
H: -5.5125 0.7797 0.7194
H: -4.5933 -0.7178 0.8551
H: -4.8893 -0.0106 -0.7309
H: -4.2541 2.7645 -1.9538
H: -3.7731 1.1043 -2.3158
H: -2.6422 2.4296 -2.6009
H: 0.0125 3.5737 -0.6252
H: -1.1550 4.6707 0.1044
H: -1.4344 4.0334 -1.5231
H: -1.0444 3.6340 2.8455
H: 0.2866 2.9505 1.9014
H: -0.4634 1.9966 3.1784
H: -3.9220 0.9263 3.3170
H: -2.2002 0.7281 3.6742
H: -3.0838 -0.5294 2.8051
O: -1.6570 -1.0073 -1.2110
C: -2.5445 -1.8994 -0.8255
C: -3.4900 -2.3933 -1.7436
C: -4.4192 -3.3456 -1.3800
C: -4.4378 -3.8655 -0.0826
C: -3.5062 -3.4077 0.8238
C: -2.5693 -2.4231 0.4818
C: -1.5758 -2.0263 1.4571
N: -0.8057 -1.0271 1.3015
N: 0.2123 -0.8891 2.2242
C: 1.0552 -0.0124 1.7753
O: 0.8999 0.7059 0.7051
C: 2.3434 0.1019 2.5166
C: 2.3884 0.1254 3.9047
C: 3.6109 0.1986 4.5592
C: 4.7942 0.2251 3.8323
C: 4.7510 0.1908 2.4439
C: 3.5279 0.1420 1.7876
H: -3.4644 -1.9861 -2.7495
H: -5.1455 -3.6913 -2.1068
H: -5.1569 -4.6238 0.1990
H: -3.4912 -3.7990 1.8376
H: -1.4401 -2.6461 2.3456
H: 1.4622 0.0823 4.4651
H: 3.6397 0.2312 5.6419
H: 5.7474 0.2670 4.3452
H: 5.6712 0.2004 1.8690
H: 3.4775 0.1113 0.7066
C: 5.7354 -1.6321 -1.8090
C: 4.3802 -1.0590 -2.1150
C: 4.0820 0.2656 -1.8240
C: 2.8136 0.7917 -2.0153
C: 2.5575 2.2248 -1.6293
C: 1.8217 -0.0498 -2.5638
C: 0.4568 0.3855 -2.7442
O: -0.1219 1.2452 -2.0782
C: 2.1253 -1.3819 -2.9337
C: 1.0847 -2.2984 -3.5404
C: 3.3926 -1.8643 -2.6828
H: 6.3578 -0.9131 -1.2780
H: 6.2501 -1.9217 -2.7274
H: 5.6352 -2.5258 -1.1914
H: 4.8576 0.9055 -1.4158
H: 3.4901 2.7898 -1.6302
H: 2.1345 2.2486 -0.6212
H: 1.8463 2.7089 -2.2977
H: -0.1205 -0.1167 -3.5295
H: 0.1822 -2.3427 -2.9274
H: 1.4826 -3.3067 -3.6362
H: 0.7986 -1.9564 -4.5384
H: 3.6246 -2.8964 -2.9240

The frontier orbital gap (alpha / beta) is 6.87 / 6.63 eV. For the energy above the lowest of the compared OMol25 structures with the same formula, charge and spin, the calculation gives 0.0 kJ/mol. The spin multiplicity is 6.


6.
This record from OMol25 describes a molecular structure, C32H31F6KN10O2S. The level of theory is ωB97M-V with the def2-TZVPD basis set.

Atoms and positions in Å:
K: -0.1928 -0.0198 -0.2333
C: 0.3642 -3.1548 2.5820
N: -0.9520 -3.0791 2.0070
C: -1.1588 -3.8384 0.7886
C: -2.2603 -3.2174 0.0066
N: -2.3850 -1.9425 -0.1828
C: -3.5544 -1.7783 -0.9015
C: -4.1650 -0.6054 -1.3360
C: -5.3445 -0.7349 -2.0472
C: -5.9090 -1.9906 -2.3197
C: -5.3148 -3.1636 -1.8830
C: -4.1315 -3.0301 -1.1667
N: -3.2811 -3.9407 -0.5662
C: 1.5177 -2.7119 1.7239
N: 1.4733 -2.3526 0.4744
C: 2.7896 -2.0558 0.1302
C: 3.3006 -1.6127 -1.0853
C: 4.6612 -1.3566 -1.1398
C: 5.4866 -1.5231 -0.0203
C: 4.9828 -1.9621 1.1938
C: 3.6221 -2.2333 1.2443
N: 2.7880 -2.6934 2.2467
H: 0.5666 -4.1862 2.9039
H: 0.3707 -2.5549 3.4945
H: -1.2686 -2.1173 1.9268
H: -1.4406 -4.8767 1.0233
H: -0.2644 -3.8617 0.1567
H: -3.7063 0.3519 -1.1059
H: -5.8471 0.1537 -2.4088
H: -6.8311 -2.0452 -2.8861
H: -5.7545 -4.1314 -2.0933
H: -3.3865 -4.9362 -0.5281
H: 2.6354 -1.4279 -1.9253
H: 5.0947 -0.9906 -2.0629
H: 6.5428 -1.2918 -0.1013
H: 5.6212 -2.0741 2.0620
H: 2.9552 -2.5924 3.2344
N: -0.5854 -1.4910 5.3941
C: -0.3329 -0.5239 4.3798
S: 1.3242 -0.0140 4.2542
N: -1.3617 -0.2508 3.6591
N: -1.2248 0.5421 2.5241
C: -1.3479 1.7951 2.7187
C: -1.3280 2.8774 1.7235
C: -0.9863 4.1387 2.2159
C: -0.8936 5.2668 1.4164
C: -1.1840 5.1275 0.0536
C: -1.5582 3.9111 -0.4671
C: -1.6527 2.7195 0.3250
O: -1.9936 1.6147 -0.2024
H: 0.0052 -1.3235 6.1934
H: -1.5709 -1.5161 5.6249
H: -1.4646 2.1381 3.7553
H: -0.7678 4.2209 3.2784
H: -0.6107 6.2257 1.8352
H: -1.1151 5.9895 -0.6044
H: -1.7711 3.8021 -1.5249
C: -1.3599 0.1503 -3.3612
C: 0.1553 0.0539 -3.6488
O: 0.8908 -0.3830 -2.6311
C: 0.3219 -0.9000 -4.8749
F: -0.3860 -0.5403 -5.9852
F: 1.6008 -1.0324 -5.2790
F: -0.1055 -2.1404 -4.5590
C: 0.6322 1.4766 -4.0721
F: 0.4487 2.3402 -3.0597
F: -0.0240 2.0069 -5.1472
F: 1.9449 1.5208 -4.3835
H: -1.7299 -0.8535 -3.1525
H: -1.9215 0.5713 -4.1988
H: -1.5278 0.7731 -2.4804
C: 3.2373 4.5310 1.5336
N: 2.9328 3.2448 0.9576
C: 3.1806 2.8450 -0.3400
C: 2.5282 1.6576 -0.4940
N: 1.8897 1.3274 0.6784
C: 2.1471 2.2931 1.5186
H: 4.2100 4.8743 1.1799
H: 3.2714 4.4384 2.6181
H: 2.4748 5.2671 1.2699
H: 3.7644 3.4456 -1.0168
H: 2.4336 1.0264 -1.3662
H: 1.7858 2.3339 2.5364

As for the charge: -2. The frontier orbital gap is 5.67 eV. For the energy above the lowest of the compared OMol25 structures with the same formula, charge and spin, the calculation gives 137.2 kJ/mol. The spin multiplicity is 1.